(1)
{"formula": "C6H10NO3P", "method": "ωB97M-V/def2-TZVPD", "symbols": ["C", "C", "C", "C", "C", "C", "N", "O", "O", "O", "P", "H", "H", "H", "H", "H", "H", "H", "H", "H", "H"], "xyz": [[-1.83280, -1.60204, 0.40144], [3.35890, -0.00915, 1.04686], [-2.50546, 1.35949, -1.11598], [2.96611, -0.33123, -0.35856], [-2.68915, 1.08478, 0.34636], [-0.97051, -0.50827, 0.79307], [-2.50823, -2.52955, 0.17318], [0.73737, -2.23997, -0.50692], [1.61916, 0.17566, -0.54683], [-1.44763, 0.69499, 1.06510], [0.36200, -0.84735, -0.34000], [2.49910, -0.54628, 1.56800], [4.13833, -0.65864, 1.20474], [3.63190, 0.91087, 1.28570], [-1.92990, 2.31002, -1.32329], [-2.11737, 0.45021, -1.60760], [-3.56072, 1.37816, -1.65546], [3.13349, -1.39411, -0.43895], [3.53384, 0.17962, -1.16372], [-3.44474, 0.27735, 0.25904], [-2.97369, 1.84545, 0.91382]], "lowdin_charge": [-0.307, -0.048, -0.088, -0.279, -0.207, -0.378, 0.177, -0.282, -0.262, -0.086, 0.832, 0.120, 0.054, 0.035, 0.096, 0.060, 0.128, 0.105, 0.132, 0.123, 0.074], "max_force_ev_per_a": 5.749, "total_charge": 0, "energy_ev": -23302.208, "de_lowest_ev": 3.198, "lumo_energy_ev": [-0.9, -0.9], "orbital_gap_ev": [8.0, 8.0], "multiplicity": 1}

***

(2)
{"formula": "C19H17BrN2O3S2", "method": "ωB97M-V/def2-TZVPD", "symbols": ["C", "O", "C", "C", "C", "C", "O", "C", "C", "C", "C", "S", "C", "N", "C", "O", "C", "S", "C", "C", "C", "C", "Br", "C", "C", "N", "C", "H", "H", "H", "H", "H", "H", "H", "H", "H", "H", "H", "H", "H", "H", "H", "H", "H"], "xyz": [[-0.23077, -2.10635, -5.11206], [-0.02857, -3.45750, -4.77899], [-0.26032, -3.84508, -3.49068], [-0.04762, -5.19109, -3.20416], [-0.25712, -5.67599, -1.92938], [-0.68140, -4.84183, -0.90008], [-0.90572, -5.27748, 0.37587], [-0.71431, -6.64044, 0.66954], [-0.89718, -3.48070, -1.17749], [-1.34092, -2.51583, -0.17855], [-1.53581, -2.70770, 1.16156], [-2.05837, -1.26553, 1.94495], [-1.97841, -0.49083, 0.38572], [-2.29372, 0.83897, 0.23441], [-2.64866, 1.63153, 1.27653], [-2.75577, 1.22361, 2.41185], [-2.91777, 3.07921, 0.90688], [-1.84570, 3.71812, -0.41664], [-0.20471, 3.53633, 0.22417], [0.82763, 3.86098, -0.65322], [2.14281, 3.75418, -0.25223], [2.42349, 3.31695, 1.03323], [4.23564, 3.16230, 1.59454], [1.40657, 2.99373, 1.91354], [0.08722, 3.10604, 1.51068], [-1.60172, -1.23428, -0.59092], [-0.68281, -3.00677, -2.47244], [-1.27058, -1.80383, -4.95093], [0.00843, -2.02541, -6.17143], [0.43071, -1.44782, -4.53973], [0.28254, -5.84645, -3.99395], [-0.08281, -6.72387, -1.74614], [-1.37906, -7.27864, 0.07885], [0.32453, -6.94629, 0.50959], [-0.96017, -6.74859, 1.72528], [-1.39868, -3.60344, 1.72589], [-2.20001, 1.22823, -0.69653], [-2.84326, 3.71024, 1.79293], [-3.92893, 3.16555, 0.50333], [0.58767, 4.19868, -1.64969], [2.94322, 4.00601, -0.93027], [1.63527, 2.65510, 2.91205], [-0.68784, 2.85195, 2.21449], [-0.86235, -1.95819, -2.63924]], "lowdin_charge": [-0.094, -0.089, -0.274, 0.001, -0.016, -0.215, -0.112, -0.080, -0.083, -0.309, -0.325, 1.118, -0.565, 0.099, -0.577, 0.002, -0.359, 0.963, -0.517, -0.112, -0.123, -0.682, 0.727, -0.113, -0.075, 0.104, 0.036, 0.096, 0.091, 0.096, 0.118, 0.102, 0.097, 0.097, 0.094, 0.061, 0.122, 0.094, 0.092, 0.104, 0.104, 0.107, 0.100, 0.096], "max_force_ev_per_a": 1.032, "total_charge": 0, "smiles": "COc1ccc(OC)c(-c2csc(NC(=O)CSc3ccc(Br)cc3)n2)c1", "energy_ev": -120814.745, "lumo_energy_ev": 0.4, "orbital_gap_ev": 8.0, "multiplicity": 1}

***

(3)
{"formula": "C9H21F3O3P2Ti", "method": "ωB97M-V/def2-TZVPD", "symbols": ["Ti", "H", "H", "P", "P", "C", "H", "H", "H", "C", "H", "H", "H", "C", "H", "H", "H", "C", "H", "H", "H", "C", "H", "H", "H", "C", "H", "H", "H", "C", "O", "H", "F", "C", "F", "F", "C", "O", "O"], "xyz": [[0.02379, -0.15301, -0.26456], [-0.92989, -0.03861, -3.61014], [-0.22621, 0.20641, -3.69775], [-2.21559, -1.19127, -0.13699], [2.37930, 0.43390, -0.74981], [2.79956, 2.12969, -0.28101], [3.88636, 2.27514, -0.27034], [2.34483, 2.82853, -0.98947], [2.39497, 2.35036, 0.71194], [3.41435, -0.57837, 0.34893], [3.28205, -1.63129, 0.08217], [4.47178, -0.30539, 0.25692], [3.09533, -0.45093, 1.38984], [3.06281, 0.21163, -2.40742], [2.56626, 0.90612, -3.09441], [4.14728, 0.37975, -2.44039], [2.84343, -0.80796, -2.74225], [-2.13828, -2.40923, 1.20898], [-3.11632, -2.87732, 1.36626], [-1.40303, -3.17526, 0.94435], [-1.80931, -1.93355, 2.14006], [-3.53164, -0.06629, 0.38115], [-3.75376, 0.63465, -0.42921], [-4.44030, -0.62061, 0.64529], [-3.19742, 0.51514, 1.24620], [-2.87826, -2.08640, -1.55960], [-2.11609, -2.78871, -1.91350], [-3.79671, -2.63596, -1.31584], [-3.08145, -1.37337, -2.36624], [-0.68744, 1.73924, -0.59245], [-1.08473, 2.83409, -0.74130], [0.44696, -1.62859, -0.88039], [0.46919, 2.69682, 2.11113], [-0.31223, 1.89416, 2.91488], [-0.38879, 2.47523, 4.12652], [-1.57376, 1.92153, 2.35622], [0.22946, 0.45569, 2.84340], [0.60767, -0.15721, 3.81355], [0.21583, 0.02124, 1.59529]], "lowdin_spin": [1.241, 0.016, 0.016, 0.039, 0.039, 0.010, 0.001, 0.000, 0.001, 0.008, 0.001, 0.001, 0.000, 0.005, 0.001, 0.000, 0.001, 0.007, 0.001, 0.001, 0.000, 0.010, 0.001, 0.001, 0.001, 0.005, 0.001, 0.000, 0.001, 0.321, 0.222, 0.005, 0.002, 0.004, 0.001, 0.003, 0.007, -0.003, 0.033], "max_force_ev_per_a": 2.529, "total_charge": 0, "energy_ev": -65661.134, "de_lowest_ev": 0.000, "lumo_energy_ev": [0.5, 0.3], "orbital_gap_ev": [6.7, 9.4], "multiplicity": 3}

***

(4)
{"formula": "C26H20N2O10STi", "method": "ωB97M-V/def2-TZVPD", "symbols": ["Ti", "C", "O", "C", "C", "C", "C", "C", "C", "O", "C", "O", "C", "H", "H", "H", "H", "H", "H", "H", "H", "H", "O", "C", "C", "O", "C", "C", "O", "C", "O", "O", "N", "C", "C", "C", "C", "C", "N", "H", "H", "H", "H", "H", "H", "O", "C", "O", "C", "C", "C", "C", "S", "C", "C", "H", "H", "H", "H", "H"], "xyz": [[-0.12012, 0.37054, 0.17391], [4.59752, 4.00555, -2.71736], [5.34074, 3.04288, -2.00118], [4.59228, 2.15450, -1.23743], [5.24510, 1.50839, -0.18520], [4.54012, 0.67345, 0.65667], [3.13987, 0.46348, 0.52825], [2.37542, -0.18047, 1.52566], [3.00700, -0.89963, 2.67977], [1.04615, -0.12726, 1.51831], [2.53998, 1.01784, -0.65463], [1.28290, 0.70298, -0.98599], [3.26782, 1.87028, -1.49104], [5.28576, 4.81128, -2.97167], [3.77423, 4.40324, -2.11703], [4.18152, 3.59214, -3.64253], [6.30139, 1.69829, -0.02788], [5.06644, 0.20789, 1.48204], [3.75800, -0.28472, 3.19312], [3.50447, -1.83770, 2.37821], [2.22424, -1.15288, 3.39601], [2.73943, 2.29182, -2.33855], [-5.89233, -0.88902, -0.89385], [-4.75267, -0.55238, -0.71242], [-4.15300, -0.10752, 0.61681], [-4.75739, -0.02975, 1.66758], [-2.75563, 0.16013, 0.31037], [-2.45961, -0.05023, -1.05122], [-1.26909, 0.17288, -1.45087], [-3.64579, -0.51458, -1.77474], [-3.77017, -0.81940, -2.93616], [-1.77048, 0.50930, 1.07984], [1.40281, -2.15999, -1.47321], [0.83593, -2.59244, -0.29489], [1.37249, -3.70937, 0.37344], [0.74206, -4.19362, 1.48363], [-0.43641, -3.58231, 1.91839], [-0.88067, -2.48009, 1.23087], [-0.26272, -1.95585, 0.15740], [2.40524, -2.25305, -1.51385], [1.10153, -1.23765, -1.76248], [2.27565, -4.17023, -0.00733], [1.15335, -5.04498, 2.01374], [-0.97918, -3.93642, 2.78370], [-1.76830, -1.95531, 1.55962], [-0.59390, 6.46332, -4.64101], [0.11205, 6.77127, -3.51492], [0.64309, 7.85247, -3.46665], [0.15759, 5.74550, -2.45332], [0.86975, 6.02887, -1.28571], [0.94198, 5.11819, -0.25445], [0.29014, 3.86222, -0.31393], [0.39439, 2.76153, 1.01798], [-0.41092, 3.58356, -1.50572], [-0.47182, 4.49908, -2.53449], [-0.96156, 5.57633, -4.54536], [1.37104, 6.98710, -1.21642], [1.51357, 5.34724, 0.63769], [-0.89715, 2.62422, -1.61647], [-1.03493, 4.20117, -3.41683]], "lowdin_charge": [0.880, -0.111, -0.121, -0.303, -0.051, -0.049, -0.149, -0.388, -0.065, -0.234, -0.331, -0.258, 0.034, 0.080, 0.088, 0.084, 0.098, 0.086, 0.061, 0.065, 0.072, 0.117, 0.104, -0.264, -0.308, 0.069, -0.283, -0.299, -0.101, -0.287, 0.089, -0.148, 0.151, -0.352, -0.037, -0.096, -0.080, -0.111, 0.073, 0.097, 0.074, 0.104, 0.096, 0.093, 0.115, 0.079, -0.501, 0.069, -0.177, -0.046, -0.121, -0.658, 0.718, -0.089, -0.040, 0.071, 0.110, 0.090, 0.088, 0.104], "max_force_ev_per_a": 2.987, "total_charge": -2, "energy_ev": -84697.116, "lumo_energy_ev": [4.4, 4.4], "orbital_gap_ev": [4.2, 4.2], "multiplicity": 1}